Here is a structure of composition C38H54N4P2S4Ti from the Open Molecules 2025 dataset. Energies are from wB97M-V/def2-TZVPD.

```
! wB97M-V def2-TZVPD RIJCOSX def2/J DEFGRID3
* xyz -2 1
Ti -0.6109 -1.2114 -0.9707
C -0.1566 -6.6697 -0.2321
S 1.1136 -5.6502 0.5766
C 0.5435 -4.0726 -0.0572
S -0.7822 -3.3150 0.6993
N 1.2010 -3.6567 -1.0969
N 0.7422 -2.4943 -1.6257
C 1.3281 -2.0645 -2.7607
C 0.6167 -1.1245 -3.4955
C 0.8824 -0.7669 -4.8426
C -0.1101 -0.1864 -5.5828
C -1.3707 0.0471 -4.9848
C -1.5132 -0.1634 -3.6347
N -0.5257 -0.6523 -2.8634
H -0.0543 -7.6917 0.1315
H -0.0089 -6.6324 -1.3098
H -1.1336 -6.2632 0.0240
H 2.2058 -2.5748 -3.1431
H 1.8451 -1.0084 -5.2754
H 0.0616 0.0743 -6.6209
H -2.2026 0.4279 -5.5621
H -2.4350 0.0893 -3.1231
C 1.4980 1.9646 3.3786
C 0.5037 1.0265 4.0685
C 1.2079 0.3191 5.2251
P -0.3467 0.0433 2.6827
C -1.6569 -0.9481 3.6028
C -1.3214 -2.1027 4.5449
C -2.6064 0.0536 4.2607
C 1.0040 -1.1388 2.2613
C 1.5289 -2.0690 3.1588
C 2.5663 -2.9198 2.8254
C 3.0655 -3.9649 3.7896
C 3.1212 -2.8100 1.5585
C 2.6589 -1.8754 0.6583
C 1.5765 -1.0297 0.9513
N 1.0658 -0.1086 0.0095
C 1.9587 0.7584 -0.5586
C 3.3257 0.8342 -0.1790
C 4.2199 1.6911 -0.7913
C 3.8175 2.5658 -1.7905
C 4.7875 3.4852 -2.4910
C 2.4559 2.6086 -2.0757
C 1.5276 1.7719 -1.4761
P -0.2824 2.0203 -1.4584
C -0.2484 3.2911 -0.0514
C -1.5947 3.4162 0.6672
C 0.3362 4.6724 -0.3293
C -0.8124 2.9928 -2.9873
C -0.0526 4.1578 -3.6246
C -2.2666 3.3923 -2.6950
H 2.0148 2.5947 4.1106
H 0.9821 2.6125 2.6709
H 2.2495 1.3969 2.8230
H -0.3052 1.6414 4.4818
H 2.0460 -0.2735 4.8589
H 0.5330 -0.3307 5.7829
H 1.6050 1.0674 5.9224
H -2.1936 -1.3852 2.7565
H -0.7418 -1.7881 5.4167
H -0.7869 -2.8853 4.0103
H -2.2605 -2.5351 4.9093
H -2.1434 0.5278 5.1321
H -3.5181 -0.4536 4.5899
H -2.8882 0.8255 3.5407
H 1.0938 -2.1608 4.1441
H 2.4538 -3.9876 4.6925
H 4.1016 -3.7698 4.0825
H 3.0225 -4.9516 3.3227
H 3.9117 -3.4934 1.2635
H 3.0985 -1.8344 -0.3294
H 3.6840 0.2085 0.6251
H 5.2588 1.6826 -0.4712
H 5.7372 3.5278 -1.9538
H 4.3879 4.5010 -2.5565
H 4.9913 3.1469 -3.5122
H 2.1200 3.3550 -2.7830
H 0.4340 2.7697 0.6252
H -2.2801 4.0679 0.1192
H -1.4557 3.8478 1.6656
H -2.0618 2.4381 0.7733
H -0.3546 5.2848 -0.9134
H 1.2901 4.6034 -0.8545
H 0.5108 5.1932 0.6196
H -0.8390 2.2062 -3.7381
H 0.1647 4.9616 -2.9219
H -0.6688 4.5769 -4.4292
H 0.8788 3.8222 -4.0782
H -2.2985 4.3213 -2.1202
H -2.7673 2.6129 -2.1135
H -2.8318 3.5476 -3.6196
C -5.3291 -0.2253 -0.4423
C -4.0148 -0.9009 -0.7932
S -2.5866 -0.0356 -0.2251
C -3.9374 -2.0512 -1.4830
C -5.1680 -2.8195 -1.9042
S -2.4288 -2.7799 -1.9862
H -5.1150 0.7407 0.0136
H -5.9144 -0.8169 0.2702
H -5.9452 -0.0561 -1.3314
H -6.0860 -2.3516 -1.5423
H -5.1114 -3.8375 -1.5106
H -5.2113 -2.8966 -2.9945
*
```

As for the energy above the lowest of the compared OMol25 structures with the same formula, charge and spin: 185.4 kJ/mol. The value obtained for the HOMO-LUMO gap (spin up / spin down) is 4.5 / 4.5 eV. For the total energy, the calculation gives -4824.4297 Ha.

Here is the molecule C3H9N from the Open Molecules 2025 dataset. Energies are from wB97M-V/def2-TZVPD.

```
! wB97M-V def2-TZVPD RIJCOSX def2/J DEFGRID3
* xyz 0 1
C 1.7091 -0.1439 -0.1559
C 0.3782 0.6865 -0.0568
C -0.7062 -0.3779 0.0562
N -2.0542 0.1647 -0.2711
H 2.6384 0.5160 0.1489
H 1.8186 -0.5473 -1.2082
H 1.8223 -0.9557 0.6718
H 0.1336 1.4591 -0.8403
H 0.2226 1.1525 0.9154
H -0.5479 -0.8439 1.0255
H -0.4990 -1.1619 -0.7216
H -2.1651 0.7171 0.5810
H -2.7505 -0.6655 -0.1450
*
```

As for the energy above the lowest of the compared OMol25 structures with the same formula, charge and spin: 100.6 kJ/mol. The value obtained for the HOMO-LUMO gap is 11.0 eV. For the total energy, the calculation gives -174.4147 Ha. As for the SMILES: CCCN.

Here is a structure of composition C44H48N8O2Sb2Y from the Open Molecules 2025 dataset. Energies are from wB97M-V/def2-TZVPD.

```
! wB97M-V def2-TZVPD RIJCOSX def2/J DEFGRID3
* xyz 1 1
Y -1.4014 -0.3690 0.1450
C -0.1735 3.7844 1.6469
C 0.2111 3.5696 2.9752
C -0.2274 2.4429 3.6174
C -1.0350 1.5079 2.9390
N -1.3434 1.6764 1.6389
C -0.9384 2.8186 1.0444
N -1.5365 0.4995 3.7264
C -2.1301 -0.5755 3.3466
N -2.2453 -1.1531 2.0956
C -2.9864 -2.3237 2.2270
N -3.2895 -3.2045 1.3490
C -3.0892 -3.1270 -0.0181
C -2.9970 -4.3589 -0.6854
C -2.9515 -4.3919 -2.0551
C -3.0313 -3.1911 -2.7625
C -3.0937 -2.0252 -2.0449
N -3.0864 -1.9643 -0.6946
C -3.3744 -2.4889 3.6443
C -4.1142 -3.4699 4.2755
C -4.2981 -3.3354 5.6468
C -3.7539 -2.2565 6.3462
C -3.0097 -1.2786 5.6971
C -2.8359 -1.4248 4.3341
H 0.1073 4.6759 1.1056
H 0.8217 4.2946 3.4985
H -0.0021 2.2480 4.6551
H -1.2442 2.9454 0.0136
H -2.9962 -5.2570 -0.0858
H -2.8801 -5.3362 -2.5777
H -3.0465 -3.1631 -3.8420
H -3.1465 -1.0765 -2.5645
H -4.5272 -4.3022 3.7234
H -4.8718 -4.0776 6.1848
H -3.9163 -2.1842 7.4131
H -2.5821 -0.4393 6.2275
C -0.2142 0.2843 -3.6849
Sb 0.4275 1.2092 -1.8754
C 2.5006 0.8370 -2.1495
C 0.3812 3.2931 -2.5325
C -0.4228 3.4800 -3.7806
C 0.2277 3.5016 -5.0127
C -0.4717 3.5819 -6.2047
C -1.8565 3.6533 -6.1830
C -2.5148 3.6637 -4.9649
C -1.8225 3.5790 -3.7573
C -2.6136 3.6279 -2.4808
Sb -3.2617 1.7405 -1.6630
C -4.7384 2.5707 -0.3764
C -4.5328 1.2031 -3.2767
H 0.0991 0.8647 -4.5503
H -1.2966 0.1632 -3.7086
H 0.2391 -0.7056 -3.6983
H 2.7652 1.0846 -3.1766
H 2.6848 -0.2207 -1.9672
H 3.1002 1.4319 -1.4626
H 1.4164 3.5963 -2.6886
H -0.0102 3.8772 -1.7000
H 1.3104 3.4515 -5.0314
H 0.0624 3.5975 -7.1450
H -2.4189 3.7232 -7.1039
H -3.5941 3.7594 -4.9443
H -3.5658 4.1320 -2.6559
H -2.1054 4.1781 -1.6890
H -5.3905 3.2242 -0.9542
H -4.2613 3.1408 0.4193
H -5.3270 1.7715 0.0703
H -5.1276 2.0783 -3.5337
H -5.1927 0.3905 -2.9786
H -3.9469 0.8983 -4.1422
C 6.1926 -3.4884 -1.2155
C 6.0593 -2.4424 -0.1447
C 5.4964 -1.2007 -0.4066
C 5.3790 -0.2267 0.5757
C 5.8106 -0.4947 1.8662
N 5.7154 0.4426 2.9257
C 4.8479 1.4909 3.1017
O 5.1327 2.4585 3.7724
N 3.5774 1.3783 2.5402
C 2.7702 0.2413 2.4265
C 3.0265 -0.9867 3.0242
C 2.1274 -2.0196 2.8275
C 0.9929 -1.8041 2.0662
N 0.7359 -0.6231 1.5009
C 1.6102 0.3645 1.6705
C 6.3858 -1.7312 2.1453
C 6.5125 -2.6833 1.1506
H 5.8137 -3.1256 -2.1700
H 5.6394 -4.3922 -0.9566
H 7.2352 -3.7748 -1.3567
H 5.1582 -0.9725 -1.4101
H 4.9645 0.7398 0.3287
H 6.5219 0.5251 3.5264
H 3.0837 2.2570 2.6048
H 3.9032 -1.1314 3.6388
H 2.2984 -2.9877 3.2758
H 0.2667 -2.5926 1.9061
H 1.3738 1.3147 1.1996
H 6.7299 -1.9463 3.1494
H 6.9679 -3.6364 1.3903
C 0.4498 -2.6937 -1.3177
O -0.2045 -1.4788 -1.1051
H -0.0292 -3.5135 -0.7661
H 1.4968 -2.6429 -0.9898
H 0.4446 -2.9743 -2.3781
*
```

As for the energy above the lowest of the compared OMol25 structures with the same formula, charge and spin: 40.3 kJ/mol. The value obtained for the HOMO-LUMO gap is 7.5 eV. For the total energy, the calculation gives -2812.8337 Ha.

Here is a structure of composition C5H6N2 from the Open Molecules 2025 dataset. Energies are from wB97M-V/def2-TZVPD.

```
! wB97M-V def2-TZVPD RIJCOSX def2/J DEFGRID3
* xyz 0 1
C -1.5905 -0.5563 0.0514
C -1.3316 0.9678 0.1236
C 0.1096 0.5882 0.0872
N 1.2648 1.1700 -0.0207
C 2.1218 0.1190 -0.1901
C 1.5621 -1.1251 -0.2422
N 0.0272 -0.7522 0.0553
H -2.1390 -0.8621 -0.8463
H -2.1208 -0.9405 0.9328
H -1.6581 1.5593 -0.7395
H -1.6536 1.4878 1.0322
H 3.1896 0.3291 -0.2599
H 2.2186 -1.9851 0.0161
*
```

As for the energy above the lowest of the compared OMol25 structures with the same formula, charge and spin: 267.1 kJ/mol. The value obtained for the HOMO-LUMO gap is 9.7 eV. For the total energy, the calculation gives -303.5343 Ha.

What did the second record say?
Here is the molecule C3H9N from the Open Molecules 2025 dataset. Energies are from wB97M-V/def2-TZVPD.

```
! wB97M-V def2-TZVPD RIJCOSX def2/J DEFGRID3
* xyz 0 1
C 1.7091 -0.1439 -0.1559
C 0.3782 0.6865 -0.0568
C -0.7062 -0.3779 0.0562
N -2.0542 0.1647 -0.2711
H 2.6384 0.5160 0.1489
H 1.8186 -0.5473 -1.2082
H 1.8223 -0.9557 0.6718
H 0.1336 1.4591 -0.8403
H 0.2226 1.1525 0.9154
H -0.5479 -0.8439 1.0255
H -0.4990 -1.1619 -0.7216
H -2.1651 0.7171 0.5810
H -2.7505 -0.6655 -0.1450
*
```

As for the energy above the lowest of the compared OMol25 structures with the same formula, charge and spin: 100.6 kJ/mol. The value obtained for the HOMO-LUMO gap is 11.0 eV. For the total energy, the calculation gives -174.4147 Ha. As for the SMILES: CCCN.

> Which of these has the lowest total energy?

C38H54N4P2S4Ti

> Among the records above, which one has the highest total energy?

C3H9N